DFT (the ωB97M-V functional and the def2-TZVPD basis) results for one molecule with the formula C6H7BO3 in a non-equilibrium geometry.

Last column: natural (NBO) charge in e.
Geometry (Å):
O1 2.4205 -1.9541 0.0341  -0.925
B1 1.4622 -1.4694 0.9134  1.118
O2 1.4367 -1.8952 2.2235  -0.883
C1 0.3212 -0.5161 0.2911  -0.402
C2 -0.8613 -0.2888 0.9566  -0.157
C3 -1.7586 0.6703 0.5207  -0.263
C4 -1.4938 1.3584 -0.6741  0.307
O3 -2.3442 2.3676 -1.0631  -0.665
C5 -0.3232 1.0656 -1.3660  -0.294
C6 0.5973 0.1404 -0.8971  -0.160
H1 2.7524 -1.4145 -0.7207  0.505
H2 2.1832 -2.5079 2.3754  0.497
H3 -1.0452 -0.7812 1.9180  0.225
H4 -2.6483 0.9365 1.0871  0.225
H5 -2.1543 2.5864 -1.9861  0.479
H6 -0.1155 1.6397 -2.2557  0.202
H7 1.5709 0.0624 -1.3571  0.192

Force components x, y, z for each atom (eV/Å):
1.053 0.398 0.114
-0.850 0.343 -1.148
0.590 -0.306 -0.794
1.909 -1.325 0.809
-0.671 0.542 0.892
-0.379 0.433 -0.577
0.147 -0.271 0.699
0.229 -0.545 -0.163
-0.033 0.332 -0.469
-0.766 0.726 0.457
-0.921 -0.697 1.037
-0.499 0.399 0.019
0.064 0.092 -0.425
0.127 -0.159 -0.105
-0.030 0.050 0.242
0.127 0.089 -0.248
-0.094 -0.101 -0.340

The value obtained for the electronic energy is -483.5166 a.u. As for the HOMO-LUMO gap: 9.23 eV. The value obtained for the energy relative to the best compared isomer or geometry (same formula, charge and spin) is 25.40 kcal per mole. Its highest occupied orbital energy is -0.322 Eh. Its charge is 0.

=====

DFT (the ωB97M-V functional and the def2-TZVPD basis) results for a 2-piece molecular cluster, CH6NO2 overall in a non-equilibrium geometry.

Last column: natural (NBO) charge in e.
Geometry (Å):
O1 -1.3208 -0.5362 2.0740  -0.950
H1 -1.0277 -0.9926 2.8552  0.503
H2 -1.9990 0.0759 2.3685  0.511
H3 0.7929 1.5100 -2.2757  0.536
C1 0.5086 -0.0058 -1.1749  0.588
N1 0.3351 -0.5703 -0.0173  -0.740
O2 0.7675 1.2366 -1.3504  -0.553
H4 0.5427 -0.6819 -2.0303  0.192
H5 -0.2213 -0.3883 0.8562  0.483
H6 0.8275 -1.4593 -0.0046  0.429

Force components x, y, z for each atom (eV/Å):
0.034 0.165 -0.494
0.170 -0.358 0.615
-0.147 0.178 -0.021
0.005 -0.001 -0.317
0.706 -0.598 -0.044
0.534 -0.423 -0.180
-1.078 0.453 0.684
0.443 0.166 -0.112
0.284 0.943 -0.075
-0.950 -0.525 -0.058

The value obtained for the electronic energy is -246.6631 a.u. As for the HOMO-LUMO gap: 11.81 eV. The value obtained for the energy relative to the best compared isomer or geometry (same formula, charge and spin) is 25.53 kcal per mole. Its highest occupied orbital energy is -0.607 Eh. Its charge is +1.

=====

DFT (the ωB97M-V functional and the def2-TZVPD basis) results for a 8-piece molecular cluster, C26H66Cl3N7O7 overall in a non-equilibrium geometry.

Last column: Löwdin charge in e.
Geometry (Å):
C1 -1.9542 20.7810 -7.5586  -0.148
O1 -2.0463 19.4144 -7.7913  -0.189
C2 -3.3221 18.9981 -8.4113  -0.139
C3 -4.4895 19.0003 -7.3762  -0.471
C4 -4.2073 17.9627 -6.3096  -0.069
N1 -5.8201 18.8691 -7.9436  0.039
H1 -2.5438 21.0938 -6.6968  0.081
H2 -2.2455 21.3766 -8.4237  0.085
H3 -0.9238 21.1056 -7.4133  0.087
H4 -3.6313 19.7190 -9.1681  0.113
H5 -3.1906 18.0063 -8.8440  0.123
H6 -4.5062 20.0017 -6.9461  0.123
H7 -4.1845 16.9572 -6.7297  0.081
H8 -4.9939 18.0477 -5.5599  0.074
H9 -3.2651 18.1121 -5.7822  0.077
H10 -6.4792 18.8137 -7.1803  0.069
H11 -5.7511 17.9030 -8.2301  0.064
C5 4.1364 12.9171 0.2649  -0.131
O2 5.4661 12.5309 0.1919  -0.193
C6 6.0363 12.4881 -1.1447  -0.195
C7 5.5826 11.2388 -1.8862  -0.437
C8 6.0666 9.9764 -1.0958  -0.046
N2 6.2150 11.3311 -3.1972  0.024
H12 3.4772 12.1126 -0.0613  0.081
H13 3.9696 13.8312 -0.3050  0.089
H14 3.9434 13.0857 1.3244  0.091
H15 5.8834 13.4023 -1.7183  0.116
H16 7.1260 12.4965 -1.1214  0.121
H17 4.5001 11.2456 -2.0138  0.130
H18 5.5369 9.8248 -0.1554  0.076
H19 7.1384 10.0601 -0.9154  0.075
H20 6.0646 9.1473 -1.8035  0.067
H21 7.2161 11.2265 -3.1143  0.071
H22 5.9083 10.5079 -3.6957  0.064
C9 3.3481 19.9741 -13.6040  -0.095
O3 3.1344 20.7813 -14.7392  -0.201
C10 4.2470 21.3353 -15.3258  -0.214
C11 3.7982 22.3120 -16.4453  -0.462
C12 3.2144 21.6641 -17.6886  -0.059
N3 4.8004 23.1815 -16.8923  0.009
H23 2.4875 19.3454 -13.3757  0.090
H24 3.6488 20.6760 -12.8262  0.089
H25 4.1428 19.2572 -13.8107  0.083
H26 4.7151 21.8652 -14.4962  0.117
H27 4.9692 20.5970 -15.6742  0.128
H28 3.0690 23.0182 -16.0481  0.135
H29 3.8300 20.9499 -18.2354  0.084
H30 2.8423 22.4534 -18.3417  0.075
H31 2.3244 21.1153 -17.3806  0.075
H32 4.4962 23.6946 -17.7074  0.072
H33 5.1234 23.8486 -16.2062  0.077
C13 -0.9003 19.6573 -0.5073  -0.138
O4 -0.6100 20.5364 0.5243  -0.177
C14 0.5631 21.3461 0.3075  -0.193
C15 0.5363 22.5611 1.2422  -0.448
C16 -0.5513 23.5740 0.8660  -0.065
N4 1.8313 23.2251 1.2653  0.029
H34 -0.0297 19.0189 -0.6577  0.079
H35 -1.0306 20.1320 -1.4799  0.086
H36 -1.6954 18.9584 -0.2474  0.090
H37 1.4632 20.7540 0.4726  0.119
H38 0.7688 21.6776 -0.7103  0.120
H39 0.2628 22.2156 2.2392  0.137
H40 -1.5381 23.1469 1.0445  0.076
H41 -0.4720 23.8016 -0.1970  0.077
H42 -0.3498 24.4417 1.4942  0.075
H43 1.9186 24.0025 1.9041  0.070
H44 1.8158 23.7157 0.3826  0.063
Cl1 2.9856 16.0122 -7.3896  0.497
C17 2.9839 15.5322 -5.6638  -1.490
Cl2 1.3650 15.2120 -5.0724  0.519
Cl3 3.7054 16.8553 -4.6206  0.455
H45 3.5578 14.6107 -5.5647  0.014
C18 9.5635 20.9074 -1.1740  -0.046
N5 9.1317 20.4219 0.1231  -0.204
C19 8.3977 19.1397 0.1385  -0.047
C20 9.1900 21.1822 1.2426  -0.336
O5 9.7250 22.2907 1.3630  -0.010
H46 10.0797 20.1307 -1.7382  0.086
H47 10.1408 21.8307 -1.1261  0.089
H48 8.6393 21.1602 -1.6936  0.088
H49 7.4873 19.3293 -0.4300  0.085
H50 8.9903 18.3428 -0.3110  0.086
H51 8.0811 18.8473 1.1397  0.082
H52 8.5929 20.7154 2.0412  0.127
C21 8.5395 13.1693 -9.0595  -0.053
N6 9.5848 13.5870 -9.9328  -0.208
C22 9.1257 14.3570 -11.0448  -0.079
C23 10.8281 13.1535 -9.8956  -0.356
O6 11.1612 12.3461 -9.0531  0.011
H53 8.0090 12.3145 -9.4791  0.099
H54 7.9472 14.0291 -8.7466  0.094
H55 8.9030 12.7138 -8.1384  0.088
H56 8.5384 15.2028 -10.6872  0.085
H57 9.9153 14.8719 -11.5922  0.088
H58 8.5000 13.8252 -11.7616  0.092
H59 11.5471 13.6250 -10.5833  0.140
C24 1.4657 9.0035 -7.5416  -0.080
N7 2.0248 8.9858 -8.8849  -0.176
C25 2.7971 10.1609 -9.3270  -0.019
C26 2.0022 7.8012 -9.4611  -0.339
O7 2.6522 7.5561 -10.5024  -0.028
H60 2.1878 9.1908 -6.7469  0.085
H61 0.9232 8.1357 -7.1665  0.083
H62 0.6819 9.7498 -7.4123  0.084
H63 2.1473 11.0208 -9.4896  0.088
H64 3.5015 10.4402 -8.5435  0.083
H65 3.4256 9.9614 -10.1949  0.088
H66 1.4510 7.0198 -8.9154  0.133

Force components x, y, z for each atom (eV/Å):
-0.013 0.935 -0.141
-1.249 -1.351 -0.946
-0.271 1.086 1.049
1.403 0.901 0.677
-0.067 0.263 0.618
0.715 -0.983 -0.797
-0.065 0.121 0.112
-0.490 -0.015 -0.243
0.185 -0.582 0.331
0.374 -0.008 -0.389
0.261 0.062 0.045
0.414 0.080 0.334
-0.166 -0.104 -0.053
-0.079 -0.353 0.133
0.113 0.132 -0.188
-0.181 0.288 0.239
-0.880 -0.474 -0.779
-0.200 -0.033 0.215
2.127 -0.016 -1.018
-0.767 -0.007 0.771
1.303 0.015 0.866
0.019 0.731 -1.039
-0.668 -0.365 -0.363
-0.303 0.036 -0.239
-0.288 0.107 -0.060
-0.160 0.172 -0.067
-0.927 0.183 0.001
0.161 -0.445 0.820
-0.018 -0.087 -0.051
0.022 -0.256 -0.223
0.079 0.423 0.407
-0.731 -0.440 0.319
0.259 0.056 0.147
0.077 -0.055 -0.508
0.819 0.318 -0.701
-2.375 -1.247 -0.638
0.413 1.107 0.086
-1.001 -0.315 0.386
-1.276 -0.576 0.656
3.023 0.916 -0.753
-0.294 0.646 0.037
-0.057 -0.484 0.693
0.424 -0.019 0.136
0.787 0.696 -0.198
0.050 -0.249 -0.339
-1.066 -0.889 0.642
0.426 0.322 0.150
0.196 -0.043 -0.244
-0.113 -0.151 -0.054
0.092 -0.006 0.025
-0.047 -0.025 0.118
1.201 -0.982 -0.567
0.227 1.631 0.212
0.347 -0.340 0.649
-0.967 0.091 0.571
0.131 -0.829 0.031
0.464 -0.334 -0.960
0.314 -0.379 -0.126
-0.555 0.298 -0.006
-0.302 0.552 0.101
0.083 -0.288 0.614
-0.954 0.164 -0.574
0.339 -0.261 0.140
-0.088 0.237 0.055
0.005 0.349 -0.044
-0.485 0.202 -0.218
-0.430 -0.239 0.630
0.673 0.120 -0.514
0.021 -0.177 0.747
0.234 0.784 0.197
-0.129 -0.086 -0.153
-0.214 -0.972 -0.824
0.104 0.434 0.050
-0.731 0.148 -0.046
0.540 -0.620 0.754
-0.072 1.180 -0.306
0.229 1.440 -0.141
-0.661 -1.687 -0.341
0.127 0.063 0.107
0.127 -0.310 0.408
0.003 0.014 -0.525
-0.136 -0.508 -0.250
-0.043 0.060 -0.009
0.319 0.183 0.042
0.296 0.038 0.308
0.201 -1.145 1.286
-1.162 1.417 -1.471
-0.348 1.514 -0.528
0.961 -0.882 1.470
0.949 -0.497 0.100
-0.717 0.412 -0.377
-0.368 -0.200 -0.437
0.634 0.328 -0.033
-0.327 -0.038 0.165
0.389 -0.505 0.026
0.044 -0.349 0.050
-0.261 -0.056 -0.246
-0.741 1.133 1.081
-0.682 0.876 1.973
0.136 -0.453 0.404
2.657 -1.391 -3.487
-1.550 0.068 1.673
0.467 0.188 -0.245
0.373 -0.652 -0.936
0.153 0.560 -0.299
-0.107 -0.142 -0.166
-0.063 -0.037 0.273
-0.551 -0.327 -0.104
-0.092 0.185 -0.162

The value obtained for the electronic energy is -3320.5828 a.u. As for the HOMO-LUMO gap: 8.84 eV. Its highest occupied orbital energy is -0.330 Eh. Its charge is 0.